(1)
{
  "formula": "C27H25BCrN7O4PS",
  "method": "the ωB97M-V functional and the def2-TZVPD basis",
  "multiplicity": 4,
  "total_charge": -1,
  "lumo_ha": [0.095, 0.095],
  "symbols": ["N", "N", "H", "H", "C", "H", "C", "N", "O", "N", "O", "H", "C", "N", "Cr", "H", "H", "H", "C", "O", "H", "H", "H", "C", "C", "H", "C", "C", "C", "H", "H", "C", "C", "C", "C", "C", "H", "N", "C", "C", "H", "P", "H", "B", "C", "C", "C", "H", "H", "C", "H", "H", "O", "H", "C", "C", "H", "H", "S", "C", "H", "C", "C", "C", "N", "C", "H"],
  "coordinates": [[-0.98, -2.04, 2.53], [0.26, -1.56, 2.30], [2.24, 3.27, 1.38], [-3.22, -1.73, 2.28], [5.12, 4.72, 0.35], [-3.79, -2.24, -0.28], [-1.05, 2.11, 2.62], [-2.04, 0.20, 2.40], [2.13, -1.05, 0.28], [-0.93, -0.78, -0.18], [4.11, -1.05, 1.75], [1.67, 3.40, -4.01], [0.42, -3.40, 3.55], [0.65, 1.56, -0.21], [0.57, 0.06, 0.95], [-2.17, 6.55, -2.84], [2.17, -2.18, 2.83], [-2.85, 4.16, -2.83], [-2.20, 2.16, 3.42], [3.79, 0.72, 0.11], [0.12, 7.17, -2.15], [3.90, 3.45, -2.54], [2.80, -0.16, -6.09], [-0.91, -3.15, 3.28], [2.24, 1.70, -5.18], [4.18, 4.54, 2.27], [5.04, 4.41, -1.00], [-1.84, 4.44, -2.54], [1.92, 2.34, -3.99], [2.26, -0.24, -1.84], [5.85, 4.70, -1.67], [4.11, 4.33, 1.21], [3.01, 3.63, 0.72], [-2.85, -1.79, -0.55], [2.55, 0.35, -5.16], [3.95, 3.71, -1.49], [-1.81, -3.68, 3.57], [-0.97, 0.93, 2.02], [-2.26, -1.59, -1.78], [0.73, 5.15, -1.78], [0.83, -4.21, 4.12], [1.44, 2.43, -1.19], [2.81, -1.40, -3.95], [-2.17, -1.27, 1.94], [1.92, 1.65, -2.78], [2.25, 0.30, -2.78], [-2.79, 0.92, 3.25], [1.73, 5.43, -1.48], [-0.27, -0.58, -2.14], [2.56, -0.35, -3.96], [-0.30, 2.86, 2.42], [2.23, 2.25, -6.11], [2.24, 0.53, 2.00], [5.98, 5.26, 0.73], [0.36, 3.81, -1.77], [-0.94, 3.47, -2.15], [-2.64, -1.86, -2.75], [-3.69, 0.50, 3.66], [3.17, -0.21, 1.03], [-0.18, 6.13, -2.16], [-1.24, 2.43, -2.11], [-1.46, 5.78, -2.55], [-1.05, -0.94, -1.49], [2.93, 3.33, -0.64], [-2.03, -1.29, 0.40], [1.11, -2.38, 2.90], [-2.55, 2.97, 4.03]]
}

(2)
{
  "formula": "C7H3F5RuSSbSe4",
  "method": "the ωB97M-V functional and the def2-TZVPD basis",
  "multiplicity": 5,
  "total_charge": -1,
  "lumo_ha": [0.068, -0.006],
  "symbols": ["C", "H", "C", "S", "F", "F", "C", "C", "Ru", "Se", "Se", "C", "Se", "Sb", "C", "F", "C", "H", "F", "H", "Se", "F"],
  "coordinates": [[3.73, -10.91, 4.16], [6.57, -11.80, 3.99], [7.11, -12.70, 4.42], [3.99, -13.00, 5.64], [2.32, -12.52, 0.65], [3.74, -8.80, 3.09], [3.00, -12.87, 2.97], [3.38, -10.77, 1.81], [5.75, -14.09, 5.00], [7.57, -15.44, 6.07], [6.66, -18.78, 4.06], [2.85, -12.07, 1.82], [9.60, -16.25, 2.48], [7.42, -16.49, 3.75], [3.62, -10.10, 2.99], [2.68, -14.17, 3.03], [3.52, -12.30, 4.16], [7.73, -13.36, 3.74], [3.40, -10.08, 0.63], [7.80, -12.48, 5.30], [5.58, -15.15, 2.69], [4.03, -10.33, 5.36]]
}

(3)
{
  "formula": "C25H54B3Cl36O6P",
  "method": "the ωB97M-V functional and the def2-TZVPD basis",
  "e_above_lowest_kcal_mol": 58.7,
  "lumo_ha": 0.008,
  "symbols": ["H", "Cl", "Cl", "H", "H", "H", "Cl", "H", "O", "H", "H", "Cl", "Cl", "Cl", "Cl", "Cl", "Cl", "H", "C", "Cl", "H", "H", "H", "H", "B", "O", "H", "B", "Cl", "H", "C", "H", "H", "H", "H", "H", "Cl", "Cl", "C", "Cl", "Cl", "Cl", "O", "H", "C", "C", "O", "H", "Cl", "Cl", "H", "C", "Cl", "H", "H", "Cl", "H", "H", "C", "C", "C", "C", "H", "H", "H", "H", "H", "H", "Cl", "H", "C", "Cl", "H", "C", "B", "C", "C", "H", "C", "H", "H", "C", "O", "Cl", "Cl", "H", "H", "Cl", "C", "H", "H", "H", "C", "Cl", "H", "Cl", "Cl", "Cl", "C", "H", "H", "C", "O", "Cl", "H", "H", "Cl", "C", "Cl", "H", "H", "Cl", "Cl", "H", "P", "H", "C", "Cl", "C", "H", "H", "Cl", "C", "C", "H"],
  "coordinates": [[-3.44, -4.23, 2.40], [0.19, 0.89, 6.03], [6.54, 3.81, 0.52], [7.04, 8.26, 3.02], [7.39, 5.39, -1.01], [-0.90, -5.87, 5.88], [6.86, 7.73, 0.73], [2.70, -2.28, -7.60], [1.52, -2.98, 1.17], [6.14, 1.64, -0.22], [-1.29, 2.72, 6.10], [2.25, 1.75, -0.89], [0.60, -3.98, -9.14], [8.96, 3.63, -1.13], [-12.77, 7.16, -1.87], [3.52, -2.45, -3.97], [2.10, -0.33, -8.79], [-8.65, -1.06, 1.28], [-0.86, 2.05, 6.85], [-15.18, 9.41, -1.92], [2.09, -5.77, -8.78], [-15.07, 10.65, 0.08], [6.63, -4.93, 6.72], [-1.25, -3.98, 5.91], [-4.77, 0.20, 2.92], [1.09, -5.55, 1.06], [1.75, -0.91, 1.41], [-4.09, -2.08, 2.72], [6.07, -2.91, 5.64], [8.60, 0.48, -4.29], [2.56, -3.15, 7.22], [3.58, 0.50, -2.39], [3.20, -3.27, 8.09], [3.45, -2.21, 3.04], [8.63, 8.20, 2.22], [-1.17, -5.81, 3.50], [2.80, -4.54, 6.14], [-9.25, 3.83, -0.27], [2.40, -1.86, 3.31], [7.18, -5.35, -2.26], [6.40, -3.41, 8.50], [6.29, 0.20, -4.70], [0.45, -4.36, 3.29], [0.95, 2.38, -11.01], [4.32, -3.39, -2.69], [-10.85, 3.96, -1.03], [-5.05, -1.07, 2.29], [-4.58, 1.22, 2.36], [2.96, -1.64, 6.41], [-14.20, 4.97, -0.57], [0.04, 5.99, -2.31], [2.93, -1.21, -7.50], [2.40, -0.66, -5.91], [-15.08, 7.00, -1.38], [-1.85, -5.10, 0.99], [7.58, 1.56, -2.46], [-13.62, 9.64, -0.17], [2.57, -0.54, -1.36], [0.70, 5.28, -2.79], [6.45, 0.81, 0.40], [-1.25, -4.13, 0.78], [6.89, -3.89, 6.87], [-1.08, -4.11, -0.36], [4.00, -1.05, -7.60], [5.40, -3.25, -2.78], [-0.27, 2.62, 7.56], [2.43, -0.79, 3.74], [7.96, -3.76, 6.77], [7.89, 6.07, 2.90], [-10.74, 4.39, -2.02], [6.63, -6.86, -3.01], [-8.47, 0.96, 0.07], [2.02, -2.52, 4.18], [7.84, 4.71, -0.28], [-3.66, -0.77, 4.68], [7.73, 0.28, -3.67], [-14.32, 6.30, -1.72], [-4.35, -3.52, 0.91], [0.08, 2.25, -10.37], [7.54, 0.76, 0.45], [-11.48, 4.60, -0.42], [1.43, -1.82, 2.04], [-4.71, 0.19, 4.38], [-11.62, 2.37, -1.17], [5.81, 1.05, 2.03], [-14.60, 5.91, -2.70], [7.48, -7.33, -3.51], [-1.35, 2.09, -11.39], [-0.65, -4.84, 5.45], [0.46, -4.60, 5.69], [6.25, -7.52, -2.23], [-2.35, -2.25, 0.20], [-2.13, -2.84, 1.16], [1.39, 0.24, -3.24], [-7.08, -0.92, 0.44], [2.58, -4.29, -7.02], [-8.78, -1.75, -0.97], [-2.17, 1.24, 7.72], [1.49, -5.12, -8.14], [1.52, -3.12, 7.53], [8.39, 5.27, 0.47], [2.59, 0.37, -1.95], [-3.49, -2.05, 4.03], [5.35, -6.56, -4.19], [-2.89, -0.47, 5.53], [0.19, 1.35, -9.77], [-0.03, 3.68, -2.74], [-8.16, -0.76, 0.36], [-13.48, 11.71, -1.31], [0.86, 5.57, -3.83], [7.86, -0.67, -3.16], [5.84, -0.70, -0.30], [2.26, 5.30, -1.96], [0.38, -1.58, 2.42], [0.45, -4.24, 1.59], [-1.66, -3.97, 3.66], [-3.60, -3.30, 1.74], [-0.05, 3.65, -9.30], [7.66, 7.72, 2.31], [0.79, -5.72, -7.56], [-1.68, -2.16, 1.96], [3.81, -2.91, -1.07], [-0.85, -4.76, 3.83], [-14.34, 10.30, -0.65], [4.08, -4.45, -2.83]]
}

(4)
{
  "formula": "C5H10O2",
  "method": "the ωB97M-V functional and the def2-TZVPD basis",
  "e_above_lowest_kcal_mol": 61.4,
  "lumo_ha": 0.032,
  "symbols": ["H", "H", "O", "H", "H", "C", "C", "H", "H", "O", "C", "C", "H", "H", "C", "H", "H"],
  "coordinates": [[2.52, 2.00, -0.93], [0.87, -2.01, 1.17], [2.68, -0.41, 0.28], [0.39, -0.16, -2.10], [1.63, 2.05, 0.55], [0.51, -2.57, 0.32], [1.68, 0.12, -0.45], [-0.18, -2.46, -1.65], [0.17, -3.58, 0.47], [-6.18, 2.78, 1.70], [1.61, 1.62, -0.44], [0.81, -0.61, -1.21], [-5.41, 3.34, 1.73], [0.77, 1.86, -1.09], [0.35, -1.94, -0.85], [2.60, -1.37, 0.22], [-6.08, 1.92, 2.12]]
}

(5)
{
  "formula": "C22H23Br2O6",
  "method": "the ωB97M-V functional and the def2-TZVPD basis",
  "total_charge": -1,
  "lumo_ha": 0.091,
  "symbols": ["C", "C", "C", "H", "H", "Br", "Br", "H", "C", "H", "O", "C", "H", "C", "C", "C", "O", "H", "C", "H", "H", "H", "C", "H", "H", "O", "C", "C", "C", "H", "H", "H", "H", "H", "H", "C", "H", "C", "O", "O", "H", "C", "H", "C", "H", "C", "C", "H", "H", "C", "C", "C", "O"],
  "coordinates": [[-0.15, 1.68, -0.81], [1.21, -0.44, -0.14], [-1.54, -1.03, -3.72], [-1.85, -3.81, -1.11], [0.13, 0.48, 2.26], [0.73, 2.38, 4.41], [5.75, 1.71, 1.67], [1.67, 2.10, -2.48], [3.18, 1.95, 2.95], [-3.55, -0.55, -3.08], [-2.92, -4.17, 1.22], [-1.77, -3.47, 1.02], [-0.42, 5.60, 1.24], [-3.41, -4.36, 2.57], [0.22, -1.55, 0.38], [-2.98, -0.68, -4.00], [-1.02, -0.05, -2.79], [-3.06, 0.21, -4.61], [3.31, 0.41, 1.00], [-4.39, -4.83, 2.45], [0.57, -1.63, 2.59], [3.90, -0.09, 0.22], [0.28, -0.19, -2.49], [0.64, 4.30, 1.81], [0.12, -2.40, -1.58], [0.44, 2.84, -0.47], [-0.50, 3.84, 0.02], [2.04, 1.33, -1.79], [1.76, 1.56, 3.05], [-1.26, -3.13, 3.09], [-0.96, 4.36, -0.83], [-3.46, -1.49, -4.55], [1.10, 5.26, 0.37], [-3.51, -3.40, 3.09], [-0.95, -1.07, -4.65], [3.93, 1.26, 1.88], [-1.48, -2.01, -3.23], [-1.01, -2.88, 2.05], [1.06, -0.88, -3.15], [3.69, 2.83, 3.66], [-2.75, -5.03, 3.13], [-1.34, -3.28, -0.31], [-1.28, 3.32, 0.57], [0.84, 0.55, -1.24], [2.60, 1.85, -0.98], [0.00, -1.98, 1.73], [1.18, 0.74, 2.12], [2.73, 0.73, -2.42], [2.00, -1.06, -0.62], [1.90, 0.25, 1.02], [0.26, 4.80, 0.91], [-0.30, -2.41, -0.58], [-1.36, 1.53, -0.82]]
}

(6)
{
  "formula": "C14H25N3O3",
  "method": "the ωB97M-V functional and the def2-TZVPD basis",
  "e_above_lowest_kcal_mol": 17.8,
  "lumo_ha": 0.019,
  "symbols": ["H", "H", "C", "H", "C", "C", "N", "H", "C", "C", "H", "C", "H", "H", "C", "C", "C", "H", "H", "H", "H", "O", "H", "H", "C", "H", "C", "H", "H", "H", "H", "N", "C", "C", "N", "H", "O", "H", "H", "H", "H", "H", "H", "O", "C"],
  "coordinates": [[-1.21, -2.86, -0.64], [-2.07, -0.33, 5.18], [-1.62, -1.01, -1.65], [-1.13, 3.60, -0.74], [-0.20, 0.35, 4.75], [1.59, -1.98, -5.11], [-1.48, 0.02, 4.45], [0.26, -3.87, -2.17], [-0.69, -0.22, -0.73], [-0.12, -2.90, -2.51], [2.64, 1.27, 1.85], [0.45, 0.50, -1.44], [-1.16, -3.82, -4.14], [-1.86, 0.28, 3.56], [-1.36, 0.92, 0.03], [-0.21, 1.92, 0.25], [-0.45, -3.01, -3.99], [0.67, -2.17, -2.36], [2.12, 2.89, 2.33], [0.49, -3.67, -5.81], [-1.79, 0.61, 0.98], [1.10, 0.11, -2.36], [2.30, 2.48, 0.61], [1.00, -1.28, -5.71], [0.56, 1.66, 1.54], [-1.54, -0.62, -2.67], [1.99, 2.11, 1.58], [2.51, -2.20, -5.64], [-0.93, -2.09, -4.33], [-2.13, 1.38, -0.59], [0.19, 4.04, 0.34], [0.49, 0.92, 3.69], [-1.34, -2.52, -1.67], [-0.66, 3.38, 0.21], [-0.08, 1.13, 2.50], [-0.21, -0.91, -0.01], [0.67, 1.69, -0.87], [-2.22, -3.03, -2.07], [1.46, 1.16, 3.88], [-2.65, -0.85, -1.32], [1.43, -3.99, -4.36], [-1.38, 3.55, 1.01], [1.84, -1.48, -4.17], [0.34, 0.18, 5.82], [0.79, -3.25, -4.85]]
}

(7)
{
  "formula": "C36H60F3N7O9P2RbS",
  "method": "the ωB97M-V functional and the def2-TZVPD basis",
  "e_above_lowest_kcal_mol": 6.7,
  "total_charge": -1,
  "lumo_ha": [0.054, 0.054],
  "symbols": ["H", "C", "H", "H", "H", "H", "C", "C", "H", "H", "H", "C", "H", "H", "P", "S", "C", "N", "C", "N", "H", "C", "O", "H", "H", "H", "H", "H", "H", "H", "C", "H", "H", "H", "H", "C", "H", "H", "H", "H", "H", "N", "H", "C", "N", "C", "H", "H", "C", "H", "H", "F", "C", "O", "C", "C", "C", "C", "H", "H", "H", "H", "H", "C", "C", "H", "C", "C", "H", "C", "C", "C", "C", "H", "C", "C", "H", "C", "H", "F", "H", "H", "O", "H", "C", "N", "C", "C", "H", "H", "H", "H", "H", "O", "C", "O", "Rb", "C", "O", "N", "C", "O", "F", "H", "H", "O", "C", "H", "H", "H", "N", "C", "O", "H", "H", "H", "H", "H", "P"],
  "coordinates": [[-0.99, 2.94, -2.21], [-0.82, -2.03, 2.12], [-0.46, 1.59, 2.84], [-4.97, 1.25, -5.04], [-5.44, 3.18, -3.78], [-3.47, 1.62, 4.66], [4.47, -1.86, -2.12], [3.28, -0.87, -4.01], [3.36, 4.90, 1.08], [2.86, 0.05, -4.40], [2.55, -2.20, -5.56], [4.64, 3.35, -1.41], [4.14, 2.62, -2.04], [2.96, 2.39, 1.40], [-3.20, 0.37, -1.66], [1.23, -0.02, 5.46], [0.49, 1.27, 4.60], [0.37, 1.25, 3.25], [-6.01, 2.62, -2.97], [5.21, -1.76, -0.85], [-4.47, -0.23, -4.19], [4.37, -3.10, -2.79], [-1.64, -1.15, 2.50], [-3.35, 4.06, 4.12], [5.29, 0.35, -0.76], [-2.04, 4.29, -2.65], [-5.17, 1.40, 4.18], [-2.56, -4.06, -2.18], [-5.08, 3.96, 3.75], [6.47, -3.94, 1.27], [6.65, -1.81, 1.52], [-4.55, 2.27, 1.91], [-2.43, 5.80, 0.72], [1.41, -4.96, -2.44], [-0.63, -6.06, -3.25], [-5.24, 0.53, -4.27], [0.56, 0.33, 2.83], [0.39, -1.72, 3.85], [-0.19, 4.45, 5.31], [-5.67, -2.84, -1.54], [1.96, -3.46, 3.04], [1.17, -5.59, -0.47], [3.74, 0.14, -2.14], [4.30, 4.41, 0.84], [4.03, 3.33, -0.09], [5.31, -2.87, -0.10], [0.15, 2.34, 6.23], [-6.18, 0.14, -4.68], [3.15, -2.08, -4.66], [4.82, 4.08, 1.77], [1.12, -3.29, 1.53], [6.88, -1.60, 3.90], [-0.75, -6.98, -0.02], [-2.57, 3.30, -0.07], [-3.56, -2.31, -1.52], [-2.99, -3.14, -2.62], [3.75, -3.16, -4.04], [-4.06, 3.85, 3.31], [4.89, 5.17, 0.27], [0.68, -6.29, 1.44], [4.61, 4.34, -1.86], [-0.99, 3.60, 3.96], [-5.08, -2.63, 0.08], [-5.45, 1.21, -2.94], [-0.09, 3.67, 4.58], [-2.10, -2.66, -3.05], [-1.09, -6.96, -1.35], [-4.10, 1.40, 3.84], [-3.97, 4.58, 2.48], [-4.78, -2.98, -0.92], [3.86, -0.78, -2.70], [0.40, -6.28, 0.37], [7.57, -1.84, 2.74], [4.72, -3.73, -0.34], [5.62, -0.60, -0.27], [3.26, 2.28, 0.32], [-3.87, 0.40, 3.43], [-1.18, 3.99, -1.97], [0.72, 3.89, 3.91], [8.17, -3.07, 2.87], [6.82, 0.29, 1.25], [-5.96, 3.14, -2.00], [-1.72, 0.39, -1.99], [-4.37, 1.03, 0.35], [-3.90, 2.44, 2.79], [0.32, -2.28, 2.96], [-3.33, 0.72, 0.12], [-2.03, 5.65, -0.29], [-1.20, 6.35, -0.48], [-1.98, -7.49, -1.67], [-2.83, 5.84, -1.02], [-2.83, -2.19, -0.69], [-3.01, -0.21, 0.64], [2.98, 1.34, -0.41], [0.75, -5.49, -1.74], [-3.96, -0.97, -2.03], [0.43, -0.40, -0.48], [-1.50, 4.25, -0.54], [-2.49, 2.31, 2.27], [0.17, 2.40, 5.24], [6.21, -2.97, 0.93], [-0.71, 1.67, 0.74], [8.52, -0.83, 2.66], [4.91, -3.94, -2.38], [3.74, -4.16, -4.49], [-0.83, -2.58, 0.97], [-0.35, -6.14, -2.23], [-6.04, 0.62, -2.18], [-0.59, 4.11, 0.07], [-7.04, 2.55, -3.29], [1.46, -2.82, 2.38], [6.38, -0.59, 0.84], [-4.08, 1.44, -2.37], [-3.69, -3.45, -3.40], [-0.34, 4.66, -2.20], [5.69, 3.04, -1.34], [-1.19, -7.63, 0.72], [-4.60, -4.07, -0.82], [-2.15, 1.98, 0.73]]
}

What did we get for F_max? Answer: 0.78; 2.74; 6.19; 2.08; 2.86; 0.97; 6.93 eV/Å, in the order shown.